A molecular structure, C21H12Cl3CrF3N4O6. Source: OMol25; level of theory: ωB97M-V/def2-TZVPD.

XYZ file:
```
50
Properties=species:S:1:pos:R:3:forces:R:3
Cr 0.090332 -0.377373 0.111788 -0.501 -0.093 -0.195
O -4.100520 0.572088 2.010121 0.042 -0.045 -0.051
C -2.806702 0.318199 1.657989 -0.144 0.232 -0.275
O -2.616651 0.079010 0.246032 -0.263 0.043 -0.006
C -1.734731 0.392832 2.460343 0.058 0.096 0.259
C -1.889143 0.721533 3.878419 -0.143 -0.100 -0.242
C -0.818766 0.788947 4.686577 0.332 -0.027 -0.026
C 0.490400 0.516608 4.163478 -0.114 0.146 0.464
C 0.566123 0.205754 2.845250 0.382 -0.179 -0.425
N -0.456523 0.160698 1.982504 0.023 -0.100 0.218
C 1.856273 -0.184457 2.186029 -0.336 -0.019 -0.027
O 2.985058 -0.176485 2.877926 0.012 -0.054 -0.034
O 1.888769 -0.516772 1.007950 0.445 0.131 0.381
H -4.327090 1.479153 1.755896 -0.014 -0.018 0.019
H -2.887412 0.901088 4.250341 -0.010 -0.003 -0.009
H -0.943784 1.039243 5.732889 0.019 -0.004 -0.009
H 1.358896 0.539981 4.809676 -0.095 0.009 0.057
H 2.791089 0.045450 3.797845 -0.014 0.015 -0.040
Cl -0.589248 0.802571 -3.721752 -0.030 0.010 0.060
C 0.089164 2.202552 -2.928402 0.018 0.015 -0.164
C 0.367741 3.314369 -3.699211 -0.026 -0.029 -0.057
C 0.938573 4.442714 -3.129672 -0.026 -0.025 -0.013
C 1.235375 4.423720 -1.773813 0.044 -0.012 0.055
C 0.955711 3.304723 -1.017985 -0.012 0.095 0.028
Cl 1.357745 3.338531 0.683214 -0.043 -0.081 -0.052
C 0.337768 2.133117 -1.537330 0.112 -0.214 0.436
N 0.007486 1.100468 -0.753049 -0.013 0.526 -0.407
H 0.132575 3.289433 -4.755770 -0.001 -0.025 0.017
H 1.149949 5.317609 -3.729448 0.000 -0.012 0.002
H 1.693321 5.280766 -1.296161 -0.014 -0.028 0.017
Cl 4.221421 -1.275693 -3.643629 -0.104 -0.025 0.029
C 2.602710 -1.662520 -3.139216 0.103 0.085 0.072
C 1.815738 -2.510253 -3.890933 0.060 -0.033 -0.134
C 0.538811 -2.780099 -3.436345 -0.114 0.019 0.089
C 0.102771 -2.192074 -2.261356 0.032 -0.094 -0.077
N 0.872982 -1.371737 -1.544976 0.071 -0.265 -0.316
C 2.105658 -1.110598 -1.971265 0.036 0.118 -0.020
H 2.195363 -2.938235 -4.809411 -0.003 0.002 0.021
H -0.122740 -3.433025 -3.988564 0.009 0.007 0.009
H -0.885152 -2.377075 -1.864532 0.000 0.000 -0.001
H 2.698180 -0.435947 -1.368247 0.008 0.002 0.003
F -1.601597 -4.624100 2.815802 -0.023 -0.029 0.041
C -1.312347 -4.260048 1.560237 0.004 -0.036 0.011
F -0.634490 -5.287955 0.996613 0.006 -0.038 -0.025
F -2.472663 -4.152240 0.899760 -0.047 0.013 -0.028
C -0.442970 -2.975507 1.509820 0.003 0.092 -0.232
O 0.359506 -2.826723 2.414842 0.025 0.087 0.025
O -0.656790 -2.274882 0.470089 0.044 0.037 0.375
N -3.460468 1.960501 -1.079761 -0.054 -0.142 0.029
C -3.045699 1.072141 -0.470602 0.255 -0.048 0.146
```
Forces are in eV/Å.

HOMO (alpha / beta) in Ha: -0.142 / -0.148
F_max in eV/A: 0.665
Net charge: -1
Spin multiplicity: 2
ΔE to the lowest compared entry with this formula, charge and spin in kcal/mol: 47.6
Orbital gap (alpha / beta) in eV: 6.39 / 6.54

Charges per atom according to Mulliken partitioning, unit e: atom 1 (Cr): 1.02, atom 2 (O): -0.60, atom 3 (C): 0.25, atom 4 (O): -0.14, atom 5 (C): 0.26, atom 6 (C): -1.45, atom 7 (C): -0.62, atom 8 (C): -1.41, atom 9 (C): 1.45, atom 10 (N): 0.83, atom 11 (C): 0.32, atom 12 (O): -0.50, atom 13 (O): -0.26, atom 14 (H): 0.36, atom 15 (H): 0.49, atom 16 (H): 0.40, atom 17 (H): 0.22, atom 18 (H): 0.30, atom 19 (Cl): -0.25, atom 20 (C): 0.95, atom 21 (C): -0.61, atom 22 (C): -0.34, atom 23 (C): -0.71, atom 24 (C): 0.74, atom 25 (Cl): -0.25, atom 26 (C): -1.37, atom 27 (N): -0.71, atom 28 (H): 0.39, atom 29 (H): 0.35, atom 30 (H): 0.39, atom 31 (Cl): -0.25, atom 32 (C): -0.08, atom 33 (C): -0.24, atom 34 (C): -0.93, atom 35 (C): -0.42, atom 36 (N): 0.44, atom 37 (C): -0.28, atom 38 (H): 0.43, atom 39 (H): 0.41, atom 40 (H): 0.58, atom 41 (H): 0.47, atom 42 (F): -0.27, atom 43 (C): 0.66, atom 44 (F): -0.28, atom 45 (F): -0.23, atom 46 (C): 0.46, atom 47 (O): -0.60, atom 48 (O): -0.36, atom 49 (N): -0.64, atom 50 (C): 0.65